No. 1
Density functional theory data (wB97M-V/def2-TZVPD) for a single C20H27FN4O2 molecule.

```
54
Properties=species:S:1:pos:R:3:forces:R:3:mulliken_charge:R:1
O 1.206 -5.718 1.738 0.142 -0.147 0.129 -0.644
C 0.423 -5.006 1.164 -0.396 0.006 0.124 0.174
N 0.723 -4.073 0.212 0.118 0.081 -0.311 0.225
C -0.424 -3.461 -0.313 0.102 0.104 0.144 0.383
O -0.444 -2.718 -1.261 -0.057 0.100 -0.329 -0.674
N -1.475 -3.856 0.457 -0.080 0.028 0.263 0.116
C -1.087 -4.940 1.335 0.001 -0.295 0.255 0.175
C -1.902 -6.128 0.812 0.051 0.057 0.080 -0.788
H -2.034 -6.905 1.560 0.038 -0.062 -0.014 0.397
H -1.403 -6.559 -0.058 0.038 -0.024 -0.008 0.301
C -3.219 -5.457 0.405 0.075 -0.011 0.041 -0.478
H -3.738 -6.013 -0.372 -0.070 0.000 0.026 0.352
H -3.877 -5.381 1.271 -0.051 -0.028 -0.008 0.291
C -2.814 -4.049 -0.071 -0.297 0.240 -0.278 -0.706
H -2.784 -3.962 -1.160 -0.025 0.028 0.075 0.319
H -3.486 -3.280 0.317 -0.006 -0.090 -0.128 0.363
H -1.342 -4.718 2.378 0.118 -0.065 -0.055 0.276
C 2.059 -3.788 -0.262 0.372 0.036 0.041 -1.041
H 1.954 -3.321 -1.243 0.003 -0.116 0.039 0.517
C 2.816 -2.874 0.704 -0.307 0.008 0.007 -1.014
H 2.917 -3.394 1.659 0.097 -0.029 -0.030 0.388
C 2.124 -1.530 0.934 0.153 -0.066 -0.287 -0.567
C 2.038 -0.684 -0.337 -0.024 -0.045 0.234 -0.703
N 1.745 0.709 -0.029 0.034 0.087 -0.098 0.075
C 2.029 1.580 -1.154 0.126 0.254 0.080 -0.694
C 1.829 3.031 -0.728 0.165 -0.138 -0.220 -0.872
N 0.459 3.235 -0.307 0.066 -0.536 -0.038 0.294
C -0.120 4.488 -0.410 -0.291 0.473 -0.010 0.387
C -0.003 5.212 -1.605 0.054 -0.070 0.140 -0.265
C -0.612 6.438 -1.766 -0.126 0.214 0.159 -0.701
C -1.363 6.959 -0.727 0.000 -0.091 0.107 0.315
C -1.509 6.273 0.462 -0.088 0.350 -0.290 -0.770
C -0.887 5.049 0.618 0.238 -0.227 -0.074 -0.224
H -0.991 4.539 1.561 0.010 -0.072 0.076 0.367
H -2.095 6.701 1.260 -0.061 0.061 0.063 0.411
F -1.966 8.163 -0.881 0.046 -0.097 0.002 -0.337
H -0.520 6.988 -2.689 -0.008 0.063 -0.088 0.413
H 0.556 4.799 -2.431 0.026 -0.064 -0.077 0.373
C 0.127 2.357 0.791 -0.124 -0.234 -0.062 -1.013
C 0.364 0.906 0.372 -0.061 0.146 0.227 -0.589
H 0.145 0.259 1.222 -0.050 -0.004 -0.006 0.375
H -0.328 0.648 -0.450 0.006 0.003 0.057 0.273
H -0.928 2.473 1.042 0.050 0.012 0.029 0.492
H 0.739 2.576 1.680 -0.080 0.009 0.036 0.346
H 2.078 3.698 -1.550 -0.007 -0.023 0.045 0.474
H 2.512 3.242 0.111 0.033 0.031 -0.083 0.248
H 3.069 1.435 -1.459 -0.025 -0.010 -0.015 0.428
H 1.375 1.359 -2.016 0.044 0.028 0.003 0.322
H 1.288 -1.102 -1.025 0.121 0.022 -0.035 0.272
H 3.012 -0.706 -0.833 0.001 -0.018 -0.040 0.422
H 1.125 -1.709 1.335 -0.030 0.029 0.113 0.121
H 2.687 -0.965 1.680 -0.061 0.026 0.041 0.535
H 3.817 -2.710 0.301 0.079 -0.020 0.023 0.460
H 2.591 -4.738 -0.359 -0.088 0.089 -0.074 0.398
```
Positions in Å, forces in eV/Å.

HOMO, eV: -7.633
Strongest force on any atom, eV/A: 0.56
HOMO-LUMO gap, eV: 8.302
SMILES string: O=C1[C@@H]2CCCN2C(=O)N1CCCCN1CCN(c2ccc(F)cc2)CC1
E, Eh: -1247.73299
Multiplicity: 1
Energy relative to the best compared isomer or geometry (same formula, charge and spin), kcal per mole: 1.3

---

No. 2
Density functional theory data (wB97M-V/def2-TZVPD) for 2 unconnected molecules or ions with the total composition C5H11NO2.

```
19
Properties=species:S:1:pos:R:3:forces:R:3:mulliken_charge:R:1
C -0.224 -1.945 0.617 0.080 0.277 -0.081 -0.775
C 0.771 0.364 1.113 -0.035 -0.259 -0.134 0.094
C 1.943 -0.147 1.480 -0.190 0.105 -0.130 -0.819
O -0.136 -0.522 0.284 0.080 0.103 -0.012 0.071
H 0.181 1.112 1.620 0.012 0.045 -0.076 0.367
H -0.217 -2.010 1.699 0.009 0.029 -0.036 0.336
H 0.627 -2.474 0.191 -0.024 0.030 0.007 0.337
H -1.157 -2.300 0.193 0.031 0.039 -0.002 0.311
H 2.431 -0.947 0.943 -0.042 -0.023 -0.004 0.223
H 2.498 0.352 2.262 -0.040 0.007 -0.019 0.267
N -0.492 2.435 -0.261 0.183 -0.269 -0.038 -0.484
C -0.286 -0.183 -1.150 -0.164 -0.005 0.212 0.122
C -1.537 -0.140 -1.613 0.238 0.034 0.107 -1.026
O 0.580 1.553 -0.533 -0.266 -0.101 0.107 -0.441
H -1.284 2.117 -0.842 0.101 0.021 0.010 0.239
H -0.209 3.329 -0.660 -0.038 -0.080 0.024 0.248
H 0.605 -0.404 -1.716 0.010 0.058 0.018 0.296
H -2.385 -0.040 -0.949 0.019 -0.007 0.028 0.376
H -1.709 -0.150 -2.679 0.038 -0.003 0.020 0.260
```
Positions in Å, forces in eV/Å.

HOMO, eV: -7.104
Strongest force on any atom, eV/A: 0.33
HOMO-LUMO gap, eV: 7.857
E, Eh: -402.07475
Multiplicity: 1
Energy relative to the best compared isomer or geometry (same formula, charge and spin), kcal per mole: 190.4

---

No. 3
Density functional theory data (wB97M-V/def2-TZVPD) for a molecular structure, C30H27AlF4N5O3.

```
70
Properties=species:S:1:pos:R:3:forces:R:3:mulliken_charge:R:1
Al 0.841 -0.924 0.624 0.092 0.077 0.249 -0.865
C 0.262 -4.016 1.848 0.057 0.049 0.008 -1.548
C -0.227 -2.933 2.758 -0.032 0.070 -0.099 1.194
C -0.773 -3.262 4.000 -0.041 -0.026 0.026 -0.878
C -1.188 -2.271 4.858 -0.013 0.006 0.017 -0.734
C -1.035 -0.943 4.479 -0.055 0.004 0.110 -1.065
C -0.484 -0.675 3.248 0.117 -0.004 -0.156 0.570
N -0.106 -1.648 2.392 -0.009 -0.039 -0.138 0.518
C -0.181 0.707 2.794 0.063 -0.162 -0.083 1.053
C -0.655 1.867 3.380 -0.044 0.084 0.051 -0.955
C -0.278 3.084 2.834 -0.003 0.008 0.000 -1.091
C 0.564 3.121 1.733 0.012 0.076 0.021 -0.927
C 1.007 1.920 1.207 0.044 -0.145 -0.076 0.931
N 0.628 0.761 1.738 -0.036 -0.020 -0.034 0.692
C 1.913 1.779 0.039 -0.057 -0.143 0.049 0.114
C 2.690 2.823 -0.408 0.029 0.084 -0.027 -0.518
C 3.568 2.589 -1.458 0.005 0.030 0.012 -1.126
C 3.638 1.324 -1.995 0.058 0.037 -0.038 -0.780
C 2.834 0.300 -1.492 -0.100 -0.099 0.007 0.555
C 2.942 -1.075 -2.081 0.023 0.034 0.030 -1.625
N 1.967 0.541 -0.497 -0.060 -0.019 0.062 1.702
H 1.313 -4.212 2.086 -0.011 0.017 -0.007 0.258
H 0.219 -3.725 0.802 -0.014 -0.012 0.062 0.095
H -0.305 -4.932 2.005 0.017 0.025 0.042 0.552
H -0.857 -4.305 4.274 0.001 0.020 -0.012 0.530
H -1.612 -2.517 5.823 0.014 -0.004 -0.011 0.452
H -1.316 -0.142 5.147 0.012 -0.012 -0.013 0.418
H -1.321 1.828 4.230 0.009 0.009 -0.006 0.461
H -0.650 4.006 3.262 0.010 -0.020 -0.009 0.473
H 0.852 4.063 1.287 -0.022 -0.030 0.035 0.439
H 2.644 3.790 0.073 0.001 -0.020 -0.016 0.508
H 4.203 3.383 -1.829 -0.013 -0.021 0.001 0.485
H 4.331 1.100 -2.795 -0.027 -0.006 0.028 0.546
H 3.950 -1.229 -2.466 -0.027 0.028 -0.002 0.548
H 2.244 -1.181 -2.915 -0.014 -0.003 0.049 0.305
H 2.707 -1.848 -1.357 0.025 0.035 -0.020 0.187
F 0.778 -2.204 -0.499 -0.027 -0.039 0.000 -0.517
F 5.217 -1.581 0.447 0.084 0.014 -0.124 -0.279
C 4.742 -1.113 1.615 -0.079 -0.024 0.019 0.791
F 4.530 0.209 1.453 0.052 0.052 0.021 -0.236
F 5.672 -1.273 2.543 0.091 0.041 -0.009 -0.259
C 3.434 -1.860 1.965 -0.203 -0.087 0.199 0.337
O 3.481 -2.817 2.700 -0.124 0.056 -0.097 -0.617
O 2.416 -1.341 1.384 0.268 -0.035 -0.007 -0.039
C -3.382 -0.028 -3.989 0.077 -0.062 0.036 -1.002
N -2.976 -0.530 -2.680 -0.067 0.073 -0.129 -0.086
N -2.060 0.149 -1.904 -0.061 0.017 -0.105 0.749
C -1.551 -0.706 -0.975 0.120 0.020 0.203 0.445
O -0.811 -0.268 -0.036 -0.055 0.121 -0.208 -0.305
C -2.085 -1.980 -1.248 -0.020 -0.093 0.030 -0.923
C -2.940 -1.830 -2.310 -0.021 -0.056 -0.024 0.429
C -3.713 -2.857 -3.059 -0.002 0.018 -0.006 -1.641
C -2.000 1.572 -1.861 -0.066 0.009 0.052 -0.393
C -0.773 2.194 -2.015 0.089 -0.029 -0.033 -0.083
C -0.699 3.576 -1.935 0.006 0.056 -0.010 -0.527
C -1.848 4.327 -1.724 -0.043 -0.033 0.004 -0.664
C -3.077 3.692 -1.582 0.049 0.015 0.000 -0.746
C -3.155 2.309 -1.639 -0.057 0.003 0.040 0.164
H -3.066 1.005 -4.087 0.001 0.035 0.042 0.389
H -4.464 -0.070 -4.085 -0.021 -0.021 0.029 0.342
H -2.922 -0.613 -4.784 0.024 0.000 -0.003 0.353
H -1.855 -2.886 -0.715 -0.013 0.059 -0.042 0.488
H -3.686 -3.801 -2.520 -0.007 0.005 -0.010 0.385
H -3.284 -3.018 -4.050 -0.004 0.009 0.024 0.348
H -4.754 -2.556 -3.188 0.012 -0.006 0.013 0.359
H 0.111 1.595 -2.196 -0.038 0.021 0.002 0.387
H 0.258 4.069 -2.056 -0.020 -0.018 -0.003 0.482
H -1.790 5.407 -1.677 -0.001 -0.029 -0.002 0.450
H -3.974 4.273 -1.416 0.010 -0.001 -0.005 0.418
H -4.104 1.802 -1.505 0.037 0.005 -0.013 0.533
```
Positions in Å, forces in eV/Å.

HOMO, eV: -11.727
Strongest force on any atom, eV/A: 0.30
HOMO-LUMO gap, eV: 8.628
E, Eh: -2300.95318
Multiplicity: 1
Total charge: +1
Energy relative to the best compared isomer or geometry (same formula, charge and spin), kcal per mole: 0.0